No. 1
Computed, not measured: the molecule C2H3N3O, with ωB97M-V with the def2-TZVPD basis set.

Structure (XYZ):
```
9
C2H3N3O ωB97M-V with the def2-TZVPD basis set
O 2.1442 -0.3083 -0.3404
C 0.8237 -0.2253 -0.1293
N 0.0536 -1.3323 -0.2207
C -1.1356 -1.0554 0.1390
N -1.0245 0.6638 0.4392
N 0.2299 0.9088 0.1559
H 2.5082 0.5657 -0.1362
H -2.0584 -0.7827 -0.2923
H -1.5411 1.5658 0.3848
```

The SMILES is Oc1nc[nH]n1. As for the HOMO-LUMO gap: 9.002 eV. The energy relative to the best compared isomer or geometry (same formula, charge and spin) is 76.7 kcal/mol. The calculation puts the largest force on an atom at 0.08831 Eh/bohr. Its charge is 0. The value obtained for the highest occupied orbital energy is -8.6 eV. The total energy is -8637.170 eV.

***

No. 2
Computed, not measured: a structure of composition C2H3N3O, with ωB97M-V with the def2-TZVPD basis set.

Structure (XYZ):
```
9
C2H3N3O ωB97M-V with the def2-TZVPD basis set
N -0.0461 -0.7420 1.2122
C 0.3170 0.2851 0.4360
C 0.1033 0.5822 -0.9323
N -0.6744 -0.0620 -1.7376
N -1.3369 -0.5588 -2.5155
O 0.9970 1.2785 0.8921
H 0.2470 -0.7530 2.1768
H -0.4911 -1.5601 0.8302
H 0.8458 1.6372 -0.3191
```

As for the HOMO-LUMO gap: 9.097 eV. The energy relative to the best compared isomer or geometry (same formula, charge and spin) is 83.0 kcal/mol. The calculation puts the largest force on an atom at 0.02619 Eh/bohr. Its charge is 0. The value obtained for the highest occupied orbital energy is -8.5 eV. The total energy is -8636.896 eV.

***

No. 3
Computed, not measured: a structure of composition C2H3N3O, with ωB97M-V with the def2-TZVPD basis set.

Structure (XYZ):
```
9
C2H3N3O ωB97M-V with the def2-TZVPD basis set
O -1.8850 1.3567 -0.0789
C -0.7757 0.5679 0.0540
N -0.7612 -0.1192 1.1599
N 0.9323 -0.8958 0.7215
C 1.1259 -0.2916 -0.4231
N 0.2024 0.5439 -0.8645
H -2.5636 0.8723 -0.5733
H 1.7130 -1.5349 0.9935
H 2.0233 -0.4550 -1.0284
```

As for the HOMO-LUMO gap: 9.579 eV. The energy relative to the best compared isomer or geometry (same formula, charge and spin) is 67.6 kcal/mol. The calculation puts the largest force on an atom at 0.06757 Eh/bohr. Its charge is 0. The value obtained for the highest occupied orbital energy is -10.0 eV. The total energy is -8637.565 eV.

***

No. 4
Computed, not measured: the molecule C2H3N3O, with ωB97M-V with the def2-TZVPD basis set.

Structure (XYZ):
```
9
C2H3N3O ωB97M-V with the def2-TZVPD basis set
O -1.6160 1.5130 0.1397
C -0.7450 0.6801 0.0153
N 0.6416 0.8190 -0.0371
C 1.2066 -0.4540 -0.1777
N 0.2577 -1.3456 -0.2601
N -0.8911 -0.6879 -0.1333
H 1.0728 1.7348 -0.0595
H 1.7968 -1.0256 0.5297
H -1.7233 -1.2337 -0.0170
```

The SMILES is O=c1[nH]cn[nH]1. As for the HOMO-LUMO gap: 9.992 eV. The energy relative to the best compared isomer or geometry (same formula, charge and spin) is 29.7 kcal/mol. The calculation puts the largest force on an atom at 0.04850 Eh/bohr. Its charge is 0. The value obtained for the highest occupied orbital energy is -9.1 eV. The total energy is -8639.207 eV.

***

No. 5
Computed, not measured: a cluster of 2 separate species, C2H3N3O2 in total, with ωB97M-V with the def2-TZVPD basis set.

Structure (XYZ):
```
10
C2H3N3O2 ωB97M-V with the def2-TZVPD basis set
C 0.2348 -1.0411 0.6870
C -0.3597 -0.1248 -0.4853
N 1.4674 -0.9600 0.6569
N 0.7986 0.4410 -0.9292
N -1.4427 -0.2177 -1.1101
O -0.1953 1.7245 0.6007
O 1.8334 0.1074 -0.2209
H -0.1496 -1.8181 1.2532
H -2.1705 -0.7498 -0.7605
H -0.0165 2.6388 0.3082
```

As for the HOMO-LUMO gap (alpha / beta): 8.773 / 7.995 eV. The energy relative to the best compared isomer or geometry (same formula, charge and spin) is 184.0 kcal/mol. The calculation puts the largest force on an atom at 0.09059 Eh/bohr. Its charge is 0. The value obtained for the highest occupied orbital energy (alpha / beta) is -10.5 / -9.8 eV. The total energy is -10680.476 eV.

***

No. 6
Computed, not measured: the molecule C2H3N3O2, with ωB97M-V with the def2-TZVPD basis set.

Structure (XYZ):
```
10
C2H3N3O2 ωB97M-V with the def2-TZVPD basis set
N 1.0049 1.3439 0.4946
C 0.4059 0.1494 0.5258
N -0.2432 -0.3572 1.5343
O -1.4194 -0.4759 0.5836
C -1.0200 -1.0467 -0.6044
O -1.7305 -1.7463 -1.2665
N 0.2514 -0.5449 -0.7745
H 0.9960 1.7648 -0.4200
H 0.8200 1.9651 1.2746
H 0.9349 -1.0521 -1.3476
```

The SMILES is Nc1noc(=O)[nH]1. As for the HOMO-LUMO gap: 9.317 eV. The energy relative to the best compared isomer or geometry (same formula, charge and spin) is 79.9 kcal/mol. The calculation puts the largest force on an atom at 0.05029 Eh/bohr. Its charge is 0. The value obtained for the highest occupied orbital energy is -9.1 eV. The total energy is -10684.990 eV.

***

No. 7
Computed, not measured: the molecule C2H3N3O2, with ωB97M-V with the def2-TZVPD basis set.

Structure (XYZ):
```
10
C2H3N3O2 ωB97M-V with the def2-TZVPD basis set
H -1.3607 2.1390 0.4668
N -0.3795 2.0481 0.5805
C -0.0682 0.7793 0.5907
N -0.9156 -0.2441 0.1993
O -0.4566 -0.8412 -0.9717
C 0.7815 -1.3526 -0.5409
N 1.6455 -0.8416 0.2390
O 1.2097 0.3706 0.8884
H -1.7200 0.1346 -0.2109
H 1.2640 -2.1921 -1.2412
```

The SMILES is [H]/N=C1\NOC=NO1. As for the HOMO-LUMO gap: 10.679 eV. The energy relative to the best compared isomer or geometry (same formula, charge and spin) is 126.7 kcal/mol. The calculation puts the largest force on an atom at 0.08696 Eh/bohr. Its charge is 0. The value obtained for the highest occupied orbital energy is -10.1 eV. The total energy is -10682.963 eV.

***

No. 8
Computed, not measured: a structure of composition C2H3N3O2, with ωB97M-V with the def2-TZVPD basis set.

Structure (XYZ):
```
10
C2H3N3O2 ωB97M-V with the def2-TZVPD basis set
N 0.6639 0.3511 1.5607
C -0.4268 -0.2605 1.0421
N -1.0496 -1.3594 1.0303
O -1.4199 0.1453 0.2997
C -0.2948 0.0440 -2.0150
O -1.3203 0.0893 -2.5649
N 0.7528 0.0735 -1.3821
H 0.8806 1.2530 1.1577
H 0.7159 0.3126 2.5688
H 1.5864 -0.3624 -1.7413
```

As for the HOMO-LUMO gap: 10.025 eV. The energy relative to the best compared isomer or geometry (same formula, charge and spin) is 87.5 kcal/mol. The calculation puts the largest force on an atom at 0.01709 Eh/bohr. Its charge is 0. The value obtained for the highest occupied orbital energy is -9.5 eV. The total energy is -10684.661 eV.

***

No. 9
Computed, not measured: the molecule C2H3N3O2, with ωB97M-V with the def2-TZVPD basis set.

Structure (XYZ):
```
10
C2H3N3O2 ωB97M-V with the def2-TZVPD basis set
N 0.1784 2.7425 -0.1225
C 0.2465 1.5919 0.0717
C 0.4190 0.0583 0.0224
N 0.0125 -0.4666 1.3643
N -0.4628 -0.3635 -1.0395
O -0.0094 -0.3004 -2.1703
O -1.5433 -0.8173 -0.7342
H 1.4111 -0.3021 -0.2441
H 0.6643 -1.1722 1.6414
H -0.9164 -0.9707 1.2110
```

The SMILES is N#C[C@@H](N)[N+](=O)[O-]. As for the HOMO-LUMO gap: 10.438 eV. The energy relative to the best compared isomer or geometry (same formula, charge and spin) is 106.0 kcal/mol. The calculation puts the largest force on an atom at 0.08002 Eh/bohr. Its charge is 0. The value obtained for the highest occupied orbital energy is -11.2 eV. The total energy is -10683.860 eV.

***

No. 10
Computed, not measured: the molecule C2H3N3O2S, with ωB97M-V with the def2-TZVPD basis set.

Structure (XYZ):
```
11
C2H3N3O2S ωB97M-V with the def2-TZVPD basis set
H -2.6787 0.6473 -0.4205
N -2.1998 -0.2004 -0.1551
C -0.9647 0.0222 0.1007
N -0.1520 -0.9274 0.7290
O 1.0094 -1.2430 -0.0562
C 1.9513 -0.2596 -0.0321
O 3.1079 -0.4812 -0.2364
S 1.3296 1.3698 0.3806
N -0.2726 1.2232 -0.1300
H -0.6593 -1.8123 0.8357
H -0.4710 1.6615 -1.0156
```

The SMILES is [H]/N=C1/NOC(=O)SN1. As for the HOMO-LUMO gap: 9.854 eV. The energy relative to the best compared isomer or geometry (same formula, charge and spin) is 29.3 kcal/mol. The calculation puts the largest force on an atom at 0.02829 Eh/bohr. Its charge is 0. The value obtained for the highest occupied orbital energy is -9.5 eV. The total energy is -21521.244 eV.

***

No. 11
Computed, not measured: the molecule C2H3N3O2S, with ωB97M-V with the def2-TZVPD basis set.

Structure (XYZ):
```
11
C2H3N3O2S ωB97M-V with the def2-TZVPD basis set
C 0.2166 1.2545 0.3610
C -0.9018 0.5814 -0.1617
N 0.7160 0.6596 1.4704
N 0.8984 -0.4564 1.7966
N 0.5347 -1.6260 0.7467
O 1.3688 -0.5591 -1.3874
O -0.7445 -1.8039 -1.3983
S 0.2198 -1.0669 -0.6612
H 0.8652 1.9537 -0.2398
H -1.7555 0.1173 0.4475
H -1.4179 0.9457 -0.9738
```

As for the HOMO-LUMO gap (alpha / beta): 8.710 / 7.004 eV. Its multiplicity is 3. The energy relative to the best compared isomer or geometry (same formula, charge and spin) is 52.7 kcal/mol. The calculation puts the largest force on an atom at 0.09710 Eh/bohr. Its charge is 0. The value obtained for the highest occupied orbital energy (alpha / beta) is -8.5 / -10.5 eV. The total energy is -21515.320 eV.

***

No. 12
Computed, not measured: the molecule C2H3N3O3, with ωB97M-V with the def2-TZVPD basis set.

Structure (XYZ):
```
11
C2H3N3O3 ωB97M-V with the def2-TZVPD basis set
H 2.8208 -1.1056 0.0992
N 2.6503 -0.1555 0.0348
C 1.4377 -0.1275 0.0684
N 0.4164 -1.1459 0.3749
C -0.6963 -0.6536 -0.1513
O -1.8542 -1.2819 -0.0998
N -0.7603 0.7308 -0.5248
O -1.1572 1.2956 0.6656
O 0.6362 1.0695 -0.3962
H -2.7620 -0.8892 -0.3702
H -1.6509 2.0102 0.2171
```

The SMILES is [H]/N=c1\nc(O)n(O)o1. As for the HOMO-LUMO gap: 10.543 eV. The energy relative to the best compared isomer or geometry (same formula, charge and spin) is 76.5 kcal/mol. The calculation puts the largest force on an atom at 0.12611 Eh/bohr. Its charge is 0. The value obtained for the highest occupied orbital energy is -10.4 eV. The total energy is -12730.639 eV.